(1)
55
Properties=species:S:1:pos:R:3:forces:R:3 method="wB97M-V/def2-TZVPD" e_homo_ha=-0.267
N -4.452953 -0.954842 2.545422 2.06 0.50 0.29
C -3.329595 -0.682992 2.718879 -1.58 -0.56 -0.27
C -1.933973 -0.378223 2.958728 2.30 0.46 0.39
C -0.940217 -1.360943 2.803784 -4.44 4.86 2.75
C 0.380833 -1.069302 3.079840 1.29 0.78 -0.76
N 1.558564 -1.747327 2.704273 -0.65 0.86 0.93
O 1.863883 -2.926406 2.546471 0.04 1.16 0.00
O 2.561524 -0.779533 2.657646 -0.57 -0.40 0.75
N 2.104185 0.467631 3.091051 -1.62 -1.10 0.08
C 0.788804 0.263830 3.346410 1.74 1.44 -0.90
C -0.224126 1.290125 3.532502 -1.24 -1.25 -0.31
N 0.072457 2.674083 3.766373 -0.21 2.98 0.44
O 1.223280 3.085061 3.998716 -1.73 -1.53 -0.48
O -0.913450 3.457920 3.725842 1.77 -1.35 0.07
C -1.570947 0.945963 3.326702 0.79 0.52 0.29
H -1.316177 -2.435521 2.203999 1.26 1.20 1.19
H -2.357013 1.700458 3.417457 0.55 -0.05 0.04
C -3.668893 -5.698520 5.393846 0.31 0.02 -0.28
C -3.467617 -4.329784 5.166721 0.21 -0.21 -0.10
C -2.529299 -3.898310 4.225657 0.16 -0.44 -0.22
C -1.799395 -4.869508 3.517767 -1.08 -0.04 0.98
N -0.930044 -4.532295 2.473768 1.88 -0.04 -1.86
C -0.637824 -3.346965 1.947232 -1.07 -6.77 -3.88
N -0.057008 -3.584477 0.749638 0.18 -2.38 0.09
C 0.594452 -2.628171 -0.086696 -0.06 0.51 0.29
C 0.031733 -1.359954 -0.180162 -0.04 0.07 -0.31
C 0.740054 -0.356710 -0.839924 -0.07 0.09 -0.14
C 1.960803 -0.635591 -1.456773 -0.07 -0.09 0.19
C 2.493640 -1.922423 -1.375109 -0.26 -0.05 0.03
C 1.824237 -2.918751 -0.664365 0.21 0.04 -0.15
C 0.035261 -4.984745 0.620878 -0.57 0.72 0.93
C 0.422221 -5.729090 -0.573836 0.27 -1.07 -0.76
C 0.870990 -7.039951 -0.310191 0.01 0.36 -0.27
C 1.212518 -7.896181 -1.351753 -0.15 0.37 -0.32
C 1.076650 -7.444717 -2.676852 0.00 0.01 0.21
C 0.593889 -6.154387 -2.964764 0.13 -0.32 0.40
C 0.258545 -5.292825 -1.919362 0.08 -0.22 0.82
N -0.448838 -5.572133 1.698304 0.32 0.81 -1.31
C -2.000043 -6.226758 3.722918 -0.28 -0.34 0.30
C -2.935767 -6.647932 4.667025 -0.01 0.52 0.11
H -4.403085 -6.018387 6.128931 0.12 0.04 -0.15
H -4.054422 -3.596057 5.722804 0.21 -0.21 -0.22
H -2.377054 -2.839745 4.001248 -0.09 -0.38 0.23
H -0.968332 -1.181335 0.226496 0.46 0.05 -0.06
H 0.325171 0.650621 -0.885789 0.07 -0.28 -0.04
H 2.497524 0.148449 -1.992927 -0.17 -0.23 0.19
H 3.433747 -2.158369 -1.865324 -0.11 0.05 0.13
H 2.247008 -3.921147 -0.580290 -0.04 0.43 0.06
H 0.933338 -7.351642 0.734334 0.08 0.01 -0.40
H 1.577460 -8.901689 -1.115134 -0.16 0.42 -0.28
H 1.346365 -8.114843 -3.494118 -0.09 0.22 0.19
H 0.481798 -5.824484 -4.004639 0.04 -0.18 0.51
H -0.129567 -4.292876 -2.131665 0.15 -0.38 0.08
H -1.444288 -6.926106 3.097331 -0.30 0.14 0.45
H -3.088465 -7.714445 4.819006 -0.03 0.25 0.03



(2)
14
Properties=species:S:1:pos:R:3:forces:R:3 method="wB97M-V/def2-TZVPD" smiles="C=NN=C(C)C" relative_energy_ev=2.7699 e_homo_ha=-0.333
C 2.616342 -0.188632 -0.376107 -2.02 0.41 -2.30
N 1.928992 0.481953 0.444597 0.11 -1.18 0.28
N 0.761148 0.932233 0.088165 -3.86 1.25 -0.63
C -0.393899 0.357687 -0.007244 0.69 -1.22 1.34
C -1.730924 1.052231 -0.018709 2.51 3.63 0.35
C -0.700457 -1.123728 0.274658 2.13 -0.23 2.32
H 3.577522 -0.330539 -0.058306 2.44 -0.99 0.32
H 2.235856 -0.428588 -1.439218 0.73 0.31 1.67
H -2.100954 0.853554 1.009435 -0.61 0.09 -1.02
H -2.261689 0.767834 -0.889371 -1.18 -0.73 -0.28
H -1.559748 2.195778 -0.149357 -0.37 -1.78 0.48
H -0.848205 -1.322389 1.449768 0.85 0.41 -2.51
H -1.591175 -1.497949 -0.130146 -1.55 0.13 -0.83
H 0.067188 -1.749440 -0.198161 0.13 -0.10 0.81